Entry from the OMol25 dataset: C29H38N2O2P3Ru as an isolated structure at a distorted geometry (wB97M-V/def2-TZVPD).

- Multiplicity: 5
- <S²>: 6.032
- Kohn-Sham gap (alpha / beta): 7.3 / 4.1 eV
- LUMO level (alpha / beta): -8.708 / -13.028 eV
- E_HOMO (alpha / beta): -16.0509 / -17.1321 eV
- Calculated total energy: -68186.9651 eV
- Relative energy (zero: lowest compared OMol25 entry of this formula, charge and spin): 0.0 kcal/mol
- Charge: +3

Geometry (Å):
Ru 0.11281 -0.11398 -1.05893
P 2.14858 -1.00276 -1.08795
C 2.40510 -1.16242 -2.90173
C 1.12089 -1.64942 -3.53279
N -0.01803 -1.28986 -2.91780
C -1.22413 -1.58813 -3.43785
C -1.30920 -2.39095 -4.56932
C -0.14452 -2.79574 -5.20455
C 1.08917 -2.40251 -4.70404
C -2.43205 -1.00896 -2.74547
P -1.91343 0.46240 -1.75611
H 2.04135 -2.64829 -5.17201
H -2.30811 -2.63288 -4.93405
H -0.19594 -3.40760 -6.10228
H -3.18592 -0.68122 -3.47344
H -2.90408 -1.73672 -2.05996
H 2.65577 -0.14521 -3.27705
H 3.23212 -1.85553 -3.10160
H 1.06765 3.60525 -3.30311
O 1.47349 2.78124 -3.65086
H 2.23768 3.07123 -4.16779
H -0.25871 4.36769 -1.20043
O -0.32195 4.29334 -2.16922
H -0.93334 4.99699 -2.45641
C -1.68270 1.76160 -2.97640
H -2.57758 1.81719 -3.60727
H -1.48723 2.71912 -2.46823
H -0.79238 1.52368 -3.58071
C -3.21902 0.75289 -0.55381
H -2.91331 1.61606 0.05219
H -4.17044 0.95113 -1.06133
H -3.31992 -0.12539 0.09507
C 2.15568 -2.69264 -0.42980
H 3.04565 -3.23164 -0.78219
H 2.14050 -2.63328 0.66596
H 1.24401 -3.20344 -0.77894
C 3.54636 0.00056 -0.58246
H 3.39964 0.28605 0.46189
H 4.48459 -0.55605 -0.68276
H 3.56480 0.90584 -1.20545
N 0.33402 1.18211 0.21758
P -0.06623 0.40930 1.61151
C -1.39209 -0.80515 1.70706
C -2.44669 -0.69617 2.62830
C -3.48454 -1.62443 2.61630
C -3.47513 -2.67726 1.69809
C -2.44865 -2.78045 0.75571
C -1.44487 -1.80979 0.73204
C 1.41652 -0.24839 2.42297
C 1.48479 -1.55666 2.92273
C 2.67642 -2.01410 3.48916
C 3.79232 -1.17696 3.55909
C 3.70336 0.15028 3.13108
C 2.50695 0.61936 2.57936
C -0.50609 1.74548 2.76550
C -0.55983 1.49026 4.14625
C -0.75039 2.54340 5.04104
C -0.86881 3.85659 4.57098
C -0.81575 4.10919 3.19426
C -0.63793 3.05097 2.28360
H -2.44334 0.12916 3.32900
H -4.29998 -1.53011 3.33258
H -4.25864 -3.43553 1.73272
H -2.43089 -3.60471 0.03901
H -0.71798 -1.77798 -0.13394
H 0.60407 -2.19656 2.86738
H 2.73841 -3.03525 3.86272
H 4.73342 -1.54962 3.96267
H 4.56103 0.82046 3.21073
H 2.42020 1.64872 2.21960
H -0.45250 0.46430 4.50255
H -0.81346 2.32216 6.10366
H -1.01294 4.67250 5.28270
H -0.92371 5.13323 2.83162
H -0.57491 3.21399 1.20347

Entry from the OMol25 dataset: a 4-piece molecular cluster, C36H78N3O12P overall at a distorted geometry (wB97M-V/def2-TZVPD).

- Kohn-Sham gap: 8.7 eV
- LUMO level: 0.347 eV
- E_HOMO: -8.3950 eV
- Calculated total energy: -76916.0252 eV
- Relative energy (zero: lowest compared OMol25 entry of this formula, charge and spin): 179.4 kcal/mol
- SMILES: C=CC[C@@](COC)(OC#N)O[C@](CC)(NCCC)[C@H](CCCCCOCC)O[C@](O)(CN)CP(=O)(O)O.CCOCC.CCOCC.CCOCC

Geometry (Å):
C 1.88277 2.34617 5.34235
C 1.53760 1.62100 4.17411
C 0.08376 1.69752 3.44386
C 0.23627 2.59425 2.10313
C -1.05312 3.58723 1.85765
O -0.73022 4.97886 2.21485
C -1.93284 5.78319 2.21975
O 1.27514 3.58693 2.52799
C 2.09487 3.91646 1.39519
N 2.52756 4.64687 0.52184
O 0.78649 2.00730 0.95809
C 0.28130 0.75992 0.43782
C -1.28663 0.68405 0.26224
C -2.27350 0.42725 1.46858
N 0.97030 -0.32913 1.17244
C 0.27383 -1.59730 1.36762
C 1.24170 -2.90079 1.57312
C 1.69856 -3.08317 3.10874
C 1.04771 0.68239 -1.03644
C 0.21625 1.17983 -2.29928
C -0.04888 0.07461 -3.46006
C -1.18521 -1.00498 -3.15688
C -2.69380 -0.53458 -3.56197
C -3.29648 0.61457 -2.63025
O -4.69249 0.80712 -3.08047
C -5.45433 1.48662 -2.04139
C -4.96386 3.01850 -1.84079
O 1.57332 -0.62988 -1.32836
C 2.97094 -0.69462 -1.62437
O 3.13800 -2.07525 -2.12609
C 3.96946 -0.67929 -0.35553
N 3.85684 0.48623 0.55189
C 3.47681 0.20254 -2.88302
P 4.68643 1.58769 -2.45930
O 6.09556 1.08021 -2.03134
O 4.07040 2.78442 -1.42354
O 4.97362 2.40490 -3.96516
H 1.38937 3.33534 5.67635
H 2.74868 1.97100 5.98792
H 2.34286 0.92945 3.71208
H -0.22431 0.61564 3.26544
H -0.60333 2.22992 4.19033
H -1.91168 3.30175 2.58512
H -1.37965 3.61976 0.76208
H -1.84275 6.53563 3.09374
H -2.89897 5.19152 2.41085
H -2.10023 6.36946 1.24129
H -1.62042 1.69601 -0.20324
H -1.51945 -0.09539 -0.55786
H -3.34724 0.38768 1.01817
H -2.33330 1.21173 2.29357
H -2.17414 -0.59372 2.00788
H 1.57619 -0.01456 1.93161
H -0.29837 -1.53888 2.38219
H -0.42085 -1.90406 0.49871
H 2.08377 -2.95906 0.80596
H 0.54629 -3.80251 1.34295
H 1.67903 -2.07548 3.68283
H 2.67374 -3.65939 3.25258
H 0.87035 -3.71903 3.61641
H 1.97697 1.37564 -0.95736
H -0.76636 1.72498 -2.14050
H 0.87864 1.96484 -2.85338
H -0.40136 0.68892 -4.38197
H 0.88760 -0.48125 -3.79979
H -0.97964 -1.88930 -3.88608
H -1.13776 -1.49558 -2.11374
H -3.39853 -1.44344 -3.70414
H -2.59040 -0.07874 -4.62392
H -3.37484 0.35459 -1.51706
H -2.79364 1.64248 -2.82506
H -5.49845 0.88926 -1.06231
H -6.54541 1.55459 -2.42638
H -4.18209 3.29399 -2.65226
H -5.82577 3.76689 -1.91605
H -4.39480 3.06505 -0.83968
H 2.57638 -2.15765 -2.94197
H 3.68670 -1.61533 0.26941
H 5.05739 -0.89170 -0.69818
H 4.67487 1.11965 0.50241
H 3.75500 0.17393 1.53254
H 4.03755 -0.46620 -3.64806
H 2.62916 0.69359 -3.48020
H 4.80972 3.07298 -0.84071
H 4.56837 3.30962 -3.89484
C 9.17889 -3.58859 -4.64061
C 7.97448 -3.03071 -5.38008
O 7.09858 -2.27803 -4.55364
C 7.65532 -1.12876 -3.92219
C 8.19175 -0.09984 -4.90244
H 8.85587 -4.21713 -3.80380
H 9.79702 -4.18822 -5.31372
H 9.80602 -2.79745 -4.22629
H 7.38903 -3.86434 -5.77675
H 8.28592 -2.43494 -6.24418
H 8.42616 -1.42894 -3.20414
H 6.85216 -0.67221 -3.33878
H 9.00650 -0.49930 -5.51061
H 8.57035 0.77320 -4.36628
H 7.40206 0.22416 -5.58638
C -5.17820 -5.95184 -1.91025
C -5.71618 -5.21553 -0.69498
O -5.02796 -4.00490 -0.41275
C -5.05060 -3.01313 -1.43178
C -6.45072 -2.54951 -1.79564
H -4.11306 -6.17275 -1.78251
H -5.71752 -6.89074 -2.05827
H -5.27786 -5.36143 -2.82272
H -5.59627 -5.85402 0.18391
H -6.78994 -5.02698 -0.79388
H -4.51044 -3.36878 -2.31592
H -4.48594 -2.15760 -1.04884
H -7.06087 -3.36319 -2.19295
H -6.40511 -1.76341 -2.55341
H -6.96428 -2.15672 -0.91339
C -2.93977 1.66615 8.06597
C -2.69664 1.78778 6.57134
O -2.79090 0.54980 5.87724
C -4.04209 -0.12260 5.95061
C -5.19910 0.68778 5.39112
H -2.23394 0.95694 8.51123
H -2.81885 2.63677 8.55338
H -3.94473 1.30322 8.28801
H -1.68117 2.15968 6.41029
H -3.36927 2.52610 6.12257
H -4.24213 -0.43607 6.98070
H -3.93864 -1.03976 5.36386
H -5.35484 1.61549 5.94549
H -6.12499 0.10988 5.43799
H -5.00719 0.95822 4.34873

Entry from the OMol25 dataset: the molecule C6H2F2IN at a distorted geometry (wB97M-V/def2-TZVPD).

- Kohn-Sham gap: 9.4 eV
- LUMO level: 0.067 eV
- E_HOMO: -9.3622 eV
- Calculated total energy: -21277.4253 eV
- Relative energy (zero: lowest compared OMol25 entry of this formula, charge and spin): 0.0 kcal/mol
- SMILES: N#C[C@H]1C=C(I)C(F)=C1F

Geometry (Å):
C 0.79037 0.24926 0.26666
C -0.38618 -0.69344 0.30696
C 1.94437 -0.42662 0.20652
C 1.69285 -1.85668 0.16540
C -1.39262 -0.02816 1.23621
C 0.37820 -2.09224 0.22307
N -2.13293 0.68245 1.77138
F 2.66962 -2.74563 0.04736
F -0.28432 -3.23470 0.14530
I 3.86124 0.39146 0.12418
H 0.68137 1.31693 0.30610
H -0.93913 -0.64503 -0.64659

Entry from the OMol25 dataset: a 8-piece molecular cluster, C36H38N6O6 overall at a distorted geometry (wB97M-V/def2-TZVPD).

- Kohn-Sham gap: 10.0 eV
- LUMO level: 0.587 eV
- E_HOMO: -9.4617 eV
- Calculated total energy: -59172.8332 eV
- SMILES: O=C1OCCO1.O=C1OCCO1.c1ccncc1.c1ccncc1.c1ccncc1.c1ccncc1.c1ccncc1.c1ccncc1

Geometry (Å):
N 2.25059 -4.35273 -0.61797
C 1.57966 -5.38705 -1.09924
C 0.53609 -6.01155 -0.41882
C 0.19109 -5.56258 0.84636
C 0.90814 -4.49727 1.36652
C 1.91262 -3.92652 0.59834
H 1.82445 -5.75183 -2.09271
H 0.04930 -6.87067 -0.86296
H -0.60051 -6.06971 1.38191
H 0.61401 -4.04026 2.30254
H 2.50976 -3.11826 1.00446
N 3.24692 1.97026 6.66030
C 3.63327 0.81748 6.11072
C 2.83905 0.05286 5.27740
C 1.60031 0.56196 4.91409
C 1.19855 1.78088 5.43378
C 2.04325 2.41813 6.32939
H 4.64785 0.49863 6.32961
H 3.12389 -0.95164 4.99699
H 0.95208 -0.05138 4.29665
H 0.19411 2.08108 5.16584
H 1.71815 3.32281 6.83613
N 0.46238 -1.14908 -3.50538
C 1.17250 -2.26254 -3.37741
C 1.80268 -2.88109 -4.44051
C 1.63062 -2.33618 -5.70739
C 0.80367 -1.23479 -5.85155
C 0.30881 -0.61474 -4.70778
H 1.22507 -2.66611 -2.37342
H 2.35561 -3.79889 -4.29088
H 1.98913 -2.86615 -6.58156
H 0.64944 -0.82621 -6.84265
H -0.29229 0.28151 -4.80707
N -4.86469 0.57853 -2.42019
C -6.19502 0.45248 -2.51438
C -7.07455 0.69789 -1.47611
C -6.55392 1.13482 -0.26866
C -5.18530 1.28727 -0.15402
C -4.39359 0.97561 -1.24876
H -6.53364 0.14170 -3.49796
H -8.14067 0.56398 -1.59282
H -7.20701 1.43361 0.54243
H -4.69084 1.65139 0.73437
H -3.31949 0.93731 -1.08991
N 0.38678 3.02181 -3.32730
C 0.38074 3.07938 -4.64517
C -0.77246 2.97892 -5.41716
C -2.00484 2.93209 -4.78132
C -2.00021 2.88654 -3.39954
C -0.78446 2.83626 -2.72610
H 1.30511 3.31431 -5.16411
H -0.68448 2.99951 -6.49574
H -2.91190 2.88789 -5.36898
H -2.91119 2.87973 -2.81451
H -0.81718 2.67651 -1.65393
N 3.79895 -1.48969 2.22803
C 3.41761 -0.31492 1.72126
C 4.31160 0.54546 1.11243
C 5.65280 0.20424 1.05734
C 6.05215 -0.98145 1.64319
C 5.08119 -1.82444 2.17188
H 2.40911 -0.01817 1.98825
H 3.98818 1.51327 0.74895
H 6.37359 0.90487 0.65797
H 7.06863 -1.35298 1.59800
H 5.34061 -2.78565 2.60154
C 0.18396 -1.27730 -0.21714
C -0.79423 -0.20003 -0.73650
O -1.35449 0.33399 0.50981
C -0.90574 -0.35591 1.56129
O -1.29146 -0.24401 2.68620
O 0.05399 -1.23997 1.20171
H 1.18540 -1.04939 -0.57942
H -0.08177 -2.27193 -0.56885
H -1.59560 -0.65174 -1.30478
H -0.25395 0.63783 -1.14796
C -1.31462 3.35860 3.00939
C -2.68806 2.86191 3.51423
O -3.54504 3.01492 2.40785
C -2.93413 3.78904 1.46894
O -3.46957 4.18415 0.48807
O -1.63414 3.98365 1.78167
H -0.64317 2.51531 2.85787
H -0.91639 4.01638 3.77911
H -3.00193 3.44813 4.38242
H -2.60092 1.83992 3.88340

Entry from the OMol25 dataset: C15H22N2O5V as an isolated structure at a distorted geometry (wB97M-V/def2-TZVPD).

- Multiplicity: 3
- <S²>: 2.012
- Kohn-Sham gap (alpha / beta): 8.9 / 9.3 eV
- LUMO level (alpha / beta): -2.779 / -2.881 eV
- E_HOMO (alpha / beta): -11.6474 / -12.2176 eV
- Calculated total energy: -54811.9000 eV
- Charge: +1

Geometry (Å):
V -0.83559 0.61172 -0.09809
O -1.05275 0.54876 -2.28617
C -2.42555 0.92356 -2.62320
C -3.35463 0.23325 -1.65722
N -3.03779 0.59026 -0.25883
C -3.41874 1.96880 0.15733
C -2.13777 2.74107 0.50076
O -2.05209 3.48163 1.43643
O -1.13810 2.40225 -0.33272
C -3.37392 -0.50323 0.68108
C -2.33050 -1.62863 0.53696
O -2.53748 -2.74067 0.92175
O -1.21759 -1.19508 -0.05229
H -0.47584 1.21424 -2.68448
H -2.64069 0.60537 -3.63959
H -2.51576 2.00663 -2.55752
H -3.23424 -0.84339 -1.76193
H -4.38744 0.48446 -1.90807
H -4.07740 1.96002 1.01982
H -3.93058 2.48380 -0.65631
H -4.36596 -0.92963 0.53277
H -3.31116 -0.12907 1.70417
C 3.54836 0.17246 -1.08453
N 3.36874 -1.24924 -0.66299
C 3.66908 -2.19281 -1.77950
C 1.98883 -1.50274 -0.08241
C 1.74641 -0.63788 1.11890
C 2.45514 -0.94065 2.27429
C 2.24084 -0.21576 3.44067
C 1.29795 0.79470 3.44243
C 0.58845 1.09597 2.28008
C 0.80722 0.40621 1.07577
H 4.56720 0.30700 -1.43654
H 3.34013 0.81996 -0.23913
H 2.84257 0.37229 -1.88656
H 4.03105 -1.42744 0.09254
H 2.97005 -1.99373 -2.58744
H 3.54276 -3.21133 -1.42361
H 4.68883 -2.03426 -2.11927
H 1.96134 -2.56202 0.16988
H 1.27922 -1.31743 -0.88415
H 3.15270 -1.77770 2.29398
H 2.78722 -0.45832 4.34278
H 1.10584 1.35308 4.35100
H -0.12838 1.91349 2.32918

Entry from the OMol25 dataset: a 3-piece molecular cluster, C2ClF2O4P overall at a distorted geometry (wB97M-V/def2-TZVPD).

- Kohn-Sham gap (alpha / beta): 6.9 / 7.0 eV
- LUMO level (alpha / beta): 4.678 / 4.760 eV
- E_HOMO (alpha / beta): -2.2489 / -2.2489 eV
- Calculated total energy: -37511.9646 eV
- Relative energy (zero: lowest compared OMol25 entry of this formula, charge and spin): 2.1 kcal/mol
- Charge: -2

Geometry (Å):
C 1.65927 1.21001 1.76450
C 0.01979 -0.51976 -0.18710
O 2.54112 1.89220 2.04567
O 2.44841 -0.42363 1.00222
O 0.53280 0.99181 1.69379
O 0.61064 -1.72884 2.22814
F 0.62441 -0.05410 -1.33658
F -0.93058 -1.39266 -0.53122
P 1.14042 -1.23166 0.97526
Cl -8.64628 1.25665 -7.65469